(1)
Below is C4H3ClO in the gas phase, with properties calculated with wB97M-V/def2-TZVPD.

Geometry as XYZ:
```
9
Properties=species:S:1:pos:R:3:forces:R:3
C -0.728859 2.199972 0.498630 -1.51 0.06 -2.47
C 0.162319 0.977068 0.246489 0.41 -1.74 -2.64
C 0.045430 -1.490785 -0.524138 1.53 -1.26 -0.42
C -0.431635 -0.469340 0.157293 2.63 2.90 -0.84
O 0.072316 1.752725 1.394811 1.75 -0.41 4.12
Cl 1.650472 1.290764 -0.678131 -0.62 -0.38 0.51
H -0.527743 -2.427020 -0.743288 0.44 1.10 0.49
H 1.133338 -1.513526 -0.838687 -1.52 0.23 0.14
H -1.375638 -0.319857 0.487021 -3.12 -0.50 1.10
```
Forces are in eV/Å.

Calculated values
HOMO-LUMO gap (alpha / beta) ... 8.20 / 8.33 eV
LUMO level (alpha / beta) ... 0.8404 / -2.5680 eV
Total energy ... -18759.161 eV
Multiplicity ... 3
Highest occupied orbital energy (alpha / beta) ... -7.357 / -10.896 eV
Maximum force ... 0.0874 hartree/bohr
Energy above the lowest of the compared OMol25 structures with the same formula, charge and spin ... 60.1 kcal per mole

These are the natural (NBO) partial charges, in e, on atoms 1 to 2:
1. C 0.22
2. C 0.16



(2)
Below is 2 unconnected molecules or ions with the total composition C4H6N2S2, with properties calculated with wB97M-V/def2-TZVPD.

Geometry as XYZ:
```
14
Properties=species:S:1:pos:R:3:forces:R:3
C -0.102307 -1.902421 -0.878223 -0.46 -0.97 -1.62
C 0.199193 -0.779331 -0.294763 1.25 0.51 0.48
C 0.775298 0.355544 0.091560 -1.78 -1.22 -0.41
N 0.594026 0.970813 1.354103 0.53 0.90 -0.24
S 1.266003 1.414719 -1.280355 -1.19 -0.59 -0.87
H -1.061314 -1.985585 -1.506078 1.32 -0.07 1.30
H 0.648791 -2.752101 -0.999493 -1.12 1.18 0.40
H 1.300603 1.682951 1.544263 -0.36 -0.43 0.13
H 0.365620 0.393922 2.160000 0.35 -0.11 -0.47
H 0.238579 0.925999 -2.161460 1.55 0.85 1.28
N -2.237427 1.149758 1.115880 -1.05 0.94 -2.08
C -3.133878 1.056871 0.274837 3.46 -0.60 2.98
S -4.282504 0.529260 -0.619949 -1.06 0.15 -0.87
H -1.229842 1.500697 1.085489 -1.45 -0.53 0.00
```
Forces are in eV/Å.

Calculated values
HOMO-LUMO gap ... 8.91 eV
LUMO level ... 0.3460 eV
Total energy ... -28893.083 eV
Highest occupied orbital energy ... -8.564 eV
Maximum force ... 0.0895 hartree/bohr
SMILES string ... C=C=C(N)S.N=C=S
Energy above the lowest of the compared OMol25 structures with the same formula, charge and spin ... 72.1 kcal per mole

These are the natural (NBO) partial charges, in e, on atoms 1 to 2:
1. C -0.44
2. C -0.02